Entry 1:
The following is a DFT calculation (wB97M-V/def2-TZVPD) of a 5-piece molecular cluster, C7H17Br4N3O6 overall.

Each line ends with the Löwdin charge.
Positions of all 37 atoms, in Å:
C 15.665 14.501 -21.570  0.0262
N 16.929 13.760 -21.933  -0.4036
O 17.254 12.646 -21.432  0.0179
O 17.627 14.221 -22.807  0.0574
H 14.982 14.509 -22.420  0.0457
H 15.847 15.553 -21.353  0.0859
H 15.195 13.942 -20.761  0.0905
C 7.240 11.467 -24.647  0.0398
N 7.342 10.732 -25.932  -0.4522
O 6.962 11.357 -26.920  0.0487
O 7.942 9.692 -25.940  0.0823
H 8.000 12.248 -24.649  0.0886
H 7.365 10.705 -23.877  0.0984
H 6.283 11.980 -24.550  0.0972
C 13.556 18.841 -23.878  0.0570
N 14.484 18.067 -23.028  -0.4408
O 14.829 16.913 -23.329  0.0318
O 14.777 18.571 -21.996  0.0914
H 14.115 19.520 -24.521  0.1089
H 12.921 19.404 -23.193  0.0966
H 13.041 18.049 -24.421  0.0966
Br 9.488 17.544 -18.408  0.5444
C 8.855 18.848 -19.826  -0.6129
C 9.715 18.762 -21.116  -0.6528
Br 9.393 17.069 -22.055  0.6756
H 8.972 19.890 -19.528  0.0600
H 7.795 18.651 -19.988  0.0509
H 10.798 18.780 -20.995  0.0435
H 9.516 19.544 -21.848  0.0544
Br 11.395 13.986 -25.839  0.6446
C 10.688 14.693 -24.214  -0.7959
C 11.808 14.849 -23.203  -0.6859
Br 12.380 13.007 -22.793  0.6199
H 9.828 14.067 -23.977  0.0374
H 10.154 15.618 -24.431  0.0136
H 11.521 15.215 -22.217  0.0001
H 12.645 15.486 -23.490  0.0386

The highest occupied orbital energy comes out at -10.059 eV. The value obtained for the total energy is -304450.536 eV. For the frontier orbital gap, the calculation gives 9.6 eV. As for the structure (SMILES): C[N+](=O)[O-].C[N+](=O)[O-].C[N+](=O)[O-].BrCCBr.BrCCBr.

---

Entry 2:
The following is a DFT calculation (wB97M-V/def2-TZVPD) of an isolated ion of composition C7H17BrN and charge +1.

Each line ends with the Löwdin charge.
Positions of all 26 atoms, in Å:
C 1.737 1.287 -0.863  0.0016
N 1.624 0.106 0.026  -0.2043
C 2.762 -0.851 -0.374  0.0193
C 0.239 -0.592 0.219  -0.4806
Br 0.511 -1.346 2.049  0.8339
C -1.212 -0.054 0.244  -0.6284
C -2.247 -1.183 0.514  -0.0650
C -1.580 0.362 -1.181  -0.0563
C -1.367 1.022 1.335  -0.0854
H 1.064 1.077 -1.765  0.1287
H 1.363 2.172 -0.354  0.1068
H 2.751 1.456 -1.206  0.1055
H 2.012 0.498 0.822  0.0981
H 3.003 -0.798 -1.408  0.0939
H 3.599 -0.662 0.235  0.0927
H 2.297 -1.887 -0.076  0.1160
H 0.242 -1.552 -0.525  0.1691
H -2.634 -1.087 1.505  0.0740
H -1.820 -2.267 0.407  0.1215
H -3.093 -1.173 -0.126  0.0695
H -1.133 1.337 -1.371  0.0727
H -1.107 -0.289 -1.921  0.0948
H -2.652 0.496 -1.309  0.0989
H -0.928 2.066 1.244  0.1092
H -1.078 0.619 2.373  0.0647
H -2.354 1.241 1.507  0.0494

The highest occupied orbital energy comes out at -14.184 eV. The net charge is +1. The value obtained for the total energy is -79058.745 eV. For the frontier orbital gap, the calculation gives 11.1 eV. As for the structure (SMILES): C[NH+](C)[C@@H](Br)C(C)(C)C.

---

Entry 3:
The following is a DFT calculation (wB97M-V/def2-TZVPD) of a single C7H17ClNOPS molecule.

Each line ends with the Löwdin charge.
Positions of all 29 atoms, in Å:
C -2.128 -2.971 0.646  -0.1348
C -0.666 -2.412 0.484  -0.5719
S 0.031 -2.218 -1.166  0.6963
P 0.157 -0.214 -1.494  0.4537
O 1.151 0.020 -2.550  -0.3900
C -1.576 0.434 -1.845  -0.3752
C -1.827 1.790 -2.501  -0.5816
Cl -1.049 2.973 -1.423  0.5815
N 0.543 0.522 0.501  -0.1014
C 1.930 0.947 0.781  -0.5285
C 2.441 -0.141 1.690  -0.0962
C 1.852 2.302 1.568  -0.0483
H -2.766 -2.415 -0.018  0.0552
H -2.104 -4.031 0.483  0.0605
H -2.540 -2.926 1.589  0.0361
H 0.002 -3.153 0.987  0.0739
H -0.672 -1.319 0.791  0.0401
H -1.998 -0.351 -2.632  0.1261
H -2.220 0.159 -1.048  0.0555
H -2.807 2.011 -2.500  0.0223
H -1.472 1.906 -3.502  0.0755
H 0.016 1.378 0.517  -0.0289
H 2.440 1.031 -0.134  0.0992
H 1.551 -0.327 2.448  0.1270
H 2.789 -0.902 1.001  0.0704
H 3.310 0.132 2.262  0.0575
H 0.941 2.823 1.123  0.0736
H 2.831 2.912 1.361  0.1130
H 1.842 2.038 2.583  0.0393

The highest occupied orbital energy comes out at -8.973 eV. The value obtained for the total energy is -43717.602 eV. For the frontier orbital gap, the calculation gives 9.5 eV. As for the structure (SMILES): CCS[P@@](=O)(CCCl)NC(C)C.

---

Entry 4:
The following is a DFT calculation (wB97M-V/def2-TZVPD) of a single C7H17N molecule.

Each line ends with the Löwdin charge.
Positions of all 25 atoms, in Å:
C -0.013 2.773 -2.248  -0.1219
C 0.944 1.808 -1.560  -0.2956
C 0.717 1.649 -0.085  -0.2309
C -0.512 0.719 0.169  -0.2240
N -0.322 -0.724 -0.158  -0.0409
C 0.000 -1.624 0.943  -0.4406
C -1.119 -1.903 2.029  -0.0655
C 0.625 -3.025 0.679  -0.0860
H 0.169 3.752 -1.770  0.0787
H -0.963 2.407 -1.878  0.0457
H -0.092 3.005 -3.283  0.0576
H 1.951 2.239 -1.759  0.1062
H 0.780 0.772 -2.057  0.1290
H 0.448 2.598 0.416  0.1099
H 1.590 1.401 0.542  0.1085
H -1.450 1.277 -0.273  0.1400
H -0.723 0.769 1.278  0.1073
H -1.190 -0.936 -0.534  0.0715
H 0.771 -1.008 1.469  0.1298
H -1.596 -2.877 1.874  0.0670
H -1.761 -1.080 1.903  0.0352
H -0.691 -2.030 3.051  0.0846
H 0.106 -3.417 -0.275  0.1046
H 0.931 -3.510 1.608  0.0826
H 1.400 -3.035 -0.080  0.0471

The highest occupied orbital energy comes out at -8.875 eV. The value obtained for the total energy is -9022.356 eV. For the frontier orbital gap, the calculation gives 10.0 eV. As for the structure (SMILES): CCCCNC(C)C.

---

Entry 5:
The following is a DFT calculation (wB97M-V/def2-TZVPD) of a single C7H17N molecule.

Each line ends with the Löwdin charge.
Positions of all 25 atoms, in Å:
C -2.334 2.446 -0.090  -0.1077
C -2.551 0.929 0.342  -0.2435
C -1.521 0.092 -0.423  -0.1856
C -0.174 0.368 0.495  -0.1752
N 1.113 -0.258 0.050  -0.2179
C 2.118 0.134 1.063  -0.1259
C 0.974 -1.622 -0.395  -0.2905
C 2.217 -2.183 -1.093  -0.1034
H -1.276 2.607 -0.108  0.0278
H -2.673 2.586 -1.133  0.0748
H -2.740 3.268 0.529  0.0734
H -3.611 0.730 0.032  0.1114
H -2.303 0.858 1.388  0.0823
H -1.708 -1.009 -0.516  0.1023
H -1.276 0.451 -1.403  0.0939
H -0.054 1.434 0.296  0.0909
H -0.365 -0.024 1.525  0.1265
H 2.300 -0.321 2.124  0.0988
H 3.058 -0.009 0.648  0.0355
H 2.080 1.070 1.670  0.0837
H 0.517 -2.382 0.227  0.1081
H 0.214 -1.448 -1.232  0.1163
H 3.122 -2.260 -0.420  0.0766
H 1.955 -3.196 -1.480  0.0780
H 2.593 -1.536 -1.890  0.0694

The highest occupied orbital energy comes out at -8.361 eV. The value obtained for the total energy is -9022.389 eV. For the frontier orbital gap, the calculation gives 9.5 eV. As for the structure (SMILES): CCCCN(C)CC.

---

Entry 6:
The following is a DFT calculation (wB97M-V/def2-TZVPD) of C7H17N as an isolated structure.

Each line ends with the Löwdin charge.
Positions of all 25 atoms, in Å:
C 1.557 -1.113 -0.178  -0.3592
N 0.223 -0.668 -0.414  -0.1256
C 0.136 0.467 -1.286  -0.3318
C -1.124 1.292 -1.034  -0.4278
C -2.351 0.341 -1.038  -0.1068
C -1.056 2.044 0.292  -0.0957
C 1.594 -1.366 1.264  -0.0996
C 1.481 -0.366 2.227  0.0622
H 2.359 -0.407 -0.440  0.1208
H 1.788 -2.034 -0.752  0.0976
H 0.169 0.162 -2.356  0.1048
H -0.194 -4.389 0.293  0.0311
H 0.984 1.154 -1.186  0.0902
H -1.380 1.927 -1.888  0.1220
H -2.506 -0.170 -0.081  0.0623
H -2.211 -0.419 -1.812  0.0698
H -3.270 0.906 -1.229  0.0653
H -1.089 1.295 1.096  0.0575
H -0.090 2.558 0.396  0.0683
H -1.872 2.742 0.406  0.0654
H 1.817 -2.351 1.656  0.1304
H -0.085 -3.655 0.290  0.0064
H 0.461 -0.844 1.674  0.1824
H 1.321 0.695 2.047  0.1114
H 1.551 -0.615 3.276  0.0986

The highest occupied orbital energy comes out at -6.108 eV. The value obtained for the total energy is -9018.306 eV. For the frontier orbital gap, the calculation gives 5.6 eV.

---

Which formula does entry 1 have? C7H17Br4N3O6